Here is a structure of composition C9H21N3O3Rb from the OMol25 dataset. Energies are from the ωB97M-V functional and the def2-TZVPD basis.

Element x y z (Å)
Rb1 19.258 -26.669 -3.964
O1 20.827 -31.811 -7.530
O2 23.883 -29.867 -0.650
O3 16.862 -24.352 -12.440
N1 17.413 -23.951 -10.274
N2 21.440 -33.915 -8.082
N3 25.776 -30.744 0.056
C1 20.086 -34.380 -8.551
C2 16.573 -24.989 -9.687
C3 25.282 -32.090 0.324
C4 23.122 -32.288 -7.113
C5 18.217 -22.435 -11.929
C6 17.370 -23.644 -11.541
C7 21.687 -32.673 -7.623
C8 25.082 -29.773 -0.542
C9 25.724 -28.428 -0.898
H1 25.447 -27.991 -1.857
H2 25.397 -27.721 -0.135
H3 19.581 -35.005 -7.814
H4 26.665 -30.441 0.430
H5 18.832 -21.986 -11.149
H6 25.072 -32.592 -0.621
H7 22.250 -34.517 -8.042
H8 17.958 -23.426 -9.605
H9 17.203 -25.702 -9.155
H10 26.811 -28.390 -0.822
H11 24.382 -32.132 0.938
H12 15.972 -25.650 -10.311
H13 23.741 -32.180 -8.003
H14 23.506 -32.967 -6.352
H15 18.718 -22.750 -12.844
H16 17.597 -21.628 -12.319
H17 23.153 -31.246 -6.793
H18 15.941 -24.495 -8.948
H19 19.337 -33.618 -8.769
H20 20.080 -34.895 -9.511
H21 26.051 -32.612 0.893

HOMO ... -11.12 eV
Max |F| ... 4.218 eV Å⁻¹
2S+1 ... 1
E_LUMO ... -0.1575 Eh
Gap between HOMO and LUMO ... 6.84 eV
Total charge ... +1
Relative energy (zero: lowest compared OMol25 entry of this formula, charge and spin) ... 79.9 kcal per mole

***

Here is a cluster of 2 separate species, C9H21N4O4 in total from the OMol25 dataset. Energies are from the ωB97M-V functional and the def2-TZVPD basis.

Element x y z (Å)
O1 1.944 -2.497 -0.890
O2 2.742 1.315 -0.518
O3 0.861 1.179 0.546
O4 -1.826 0.505 0.089
N1 -0.903 -2.674 -0.476
N2 1.228 4.220 2.334
N3 1.626 0.979 -0.634
N4 -0.995 2.594 0.170
C1 -0.343 -4.378 -2.126
C2 -1.766 1.528 0.673
C3 -2.487 1.594 2.008
C4 -1.603 3.909 0.293
C5 1.050 -2.231 -1.957
C6 0.562 2.895 2.165
C7 0.435 2.568 0.666
C8 -0.332 -2.884 -1.809
C9 2.650 -3.713 -0.983
H1 -2.488 3.930 0.917
H2 -2.873 2.571 2.269
H3 -1.368 -4.729 -2.251
H4 3.581 -3.598 -0.424
H5 -3.326 0.924 1.948
H6 -0.882 4.635 0.632
H7 0.103 -4.970 -1.326
H8 -0.407 2.963 2.665
H9 -0.999 -1.674 -0.306
H10 -0.991 -2.395 -2.532
H11 0.692 4.804 2.961
H12 1.286 4.662 1.426
H13 1.207 2.153 2.613
H14 2.090 -4.537 -0.531
H15 -0.209 -2.974 0.203
H16 0.905 -1.149 -1.951
H17 0.199 -4.589 -3.052
H18 -1.922 4.238 -0.695
H19 1.517 -2.488 -2.919
H20 -1.853 1.275 2.820
H21 2.896 -3.961 -2.021

HOMO ... -2.28 eV
Max |F| ... 3.294 eV Å⁻¹
2S+1 ... 1
E_LUMO ... 0.1137 Eh
Gap between HOMO and LUMO ... 5.38 eV
Total charge ... -1

***

Here is a structure of composition C9H21N4O4W from the OMol25 dataset. Energies are from the ωB97M-V functional and the def2-TZVPD basis.

Element x y z (Å)
W1 0.789 0.072 1.510
O1 1.272 1.127 3.107
O2 -0.567 1.643 2.085
O3 -0.456 -0.184 0.150
O4 -2.090 -1.647 0.107
N1 0.959 -2.195 1.325
N2 -3.622 -0.286 -1.717
N3 1.662 2.513 0.674
N4 2.989 -0.334 1.805
C1 -2.412 0.389 -1.163
C2 0.533 2.012 2.542
C3 3.323 -1.653 1.195
C4 1.259 3.198 1.944
C5 -1.656 -0.583 -0.247
C6 -1.557 0.765 -2.385
C7 2.318 -2.650 1.752
C8 -3.430 -0.432 -3.203
C9 -1.924 -0.322 -3.391
H1 0.781 -2.570 0.377
H2 -1.844 1.746 -2.765
H3 2.369 -2.649 2.849
H4 2.137 3.468 2.539
H5 -4.485 0.234 -1.523
H6 0.268 -2.682 1.920
H7 2.570 2.869 0.364
H8 -3.716 -1.211 -1.261
H9 3.666 0.364 1.459
H10 -1.664 -0.045 -4.409
H11 -1.431 -1.267 -3.155
H12 3.223 -1.565 0.101
H13 0.619 4.072 1.795
H14 4.350 -1.961 1.427
H15 -3.937 0.393 -3.704
H16 3.199 -0.399 2.820
H17 -3.851 -1.371 -3.561
H18 -0.493 0.776 -2.145
H19 2.536 -3.665 1.403
H20 1.001 2.772 -0.064
H21 -2.690 1.262 -0.561

HOMO (alpha / beta) ... -19.17 / -19.17 eV
Max |F| ... 3.495 eV Å⁻¹
2S+1 ... 1
E_LUMO (alpha / beta) ... -0.4393 / -0.4392 Eh
Gap between HOMO and LUMO (alpha / beta) ... 7.21 / 7.21 eV
Total charge ... +3